{"formula": "C27H26F5IrN6O7S2Se", "method": "ωB97M-V with the def2-TZVPD basis set", "species": ["Ir", "C", "O", "C", "C", "O", "C", "H", "H", "H", "H", "H", "H", "H", "H", "H", "H", "N", "C", "C", "C", "C", "C", "C", "S", "O", "O", "N", "C", "N", "C", "C", "C", "N", "H", "H", "H", "H", "H", "H", "H", "H", "H", "N", "C", "H", "N", "C", "C", "C", "C", "C", "C", "S", "O", "O", "O", "H", "H", "H", "H", "H", "H", "F", "C", "C", "F", "C", "F", "C", "Se", "C", "F", "C", "F"], "positions_angstrom": [[-0.13, -0.26, 0.01], [-1.73, 0.56, 2.58], [-0.41, 0.14, 2.15], [0.63, 0.72, 2.98], [1.12, 2.11, 2.65], [1.95, 2.11, 1.52], [2.76, 3.28, 1.47], [-1.78, 0.45, 3.66], [-2.46, -0.10, 2.12], [-1.92, 1.59, 2.29], [1.46, 0.02, 2.96], [0.22, 0.74, 3.99], [1.69, 2.41, 3.54], [0.29, 2.82, 2.54], [3.38, 3.36, 2.37], [2.15, 4.19, 1.40], [3.40, 3.20, 0.60], [-5.83, -1.23, -5.64], [-5.32, -1.06, -4.39], [-5.67, 0.06, -3.62], [-5.14, 0.25, -2.37], [-4.23, -0.68, -1.86], [-3.87, -1.80, -2.61], [-4.40, -1.99, -3.86], [-3.59, -0.47, -0.28], [-4.39, 0.44, 0.47], [-3.24, -1.76, 0.28], [-2.08, 0.24, -0.44], [-1.87, 1.54, -0.72], [-2.75, 2.44, -1.15], [-2.27, 3.66, -1.32], [-0.94, 4.02, -1.11], [-0.08, 3.01, -0.72], [-0.54, 1.78, -0.53], [-6.59, -0.66, -5.95], [-5.70, -2.11, -6.12], [-6.38, 0.78, -4.02], [-5.42, 1.11, -1.77], [-3.20, -2.54, -2.19], [-4.14, -2.87, -4.44], [-2.98, 4.40, -1.67], [-0.59, 5.02, -1.26], [0.98, 3.17, -0.57], [2.92, -0.74, 0.52], [1.80, -0.56, 0.34], [3.89, -0.90, 0.69], [0.11, -0.54, -2.02], [0.35, -1.85, -2.63], [-0.62, -2.43, -3.42], [-0.37, -3.67, -3.98], [0.86, -4.28, -3.80], [1.85, -3.66, -3.05], [1.59, -2.45, -2.43], [1.20, -5.89, -4.58], [1.69, -5.51, -5.88], [2.19, -6.50, -3.71], [-0.11, -6.51, -4.54], [-0.75, -0.15, -2.43], [0.87, 0.07, -2.30], [-1.57, -1.93, -3.58], [-1.11, -4.17, -4.59], [2.81, -4.15, -2.94], [2.35, -1.97, -1.82], [0.40, -7.76, -1.59], [0.23, -6.53, -1.19], [1.25, -5.88, -0.48], [2.42, -6.47, -0.31], [1.01, -4.63, 0.05], [1.98, -4.01, 0.75], [-0.21, -4.00, -0.10], [-0.61, -2.47, 0.94], [-1.19, -4.64, -0.85], [-2.38, -4.05, -1.01], [-0.99, -5.89, -1.39], [-1.95, -6.50, -2.06]], "lowdin_charge": [1.16, -0.03, -0.43, -0.15, -0.20, -0.24, -0.09, 0.11, 0.06, 0.11, 0.13, 0.14, 0.14, 0.14, 0.10, 0.10, 0.10, 0.14, -0.30, -0.01, -0.05, -0.31, -0.07, -0.01, 0.63, -0.26, -0.38, -0.24, -0.48, 0.18, -0.07, -0.02, -0.08, -0.01, 0.11, 0.11, 0.12, 0.12, 0.09, 0.12, 0.13, 0.11, 0.11, 0.25, -0.26, 0.14, -0.02, -0.29, -0.02, -0.02, -0.23, -0.03, -0.04, 0.41, -0.31, -0.34, -0.33, 0.11, 0.13, 0.10, 0.13, 0.13, 0.09, 0.20, -0.13, -0.13, 0.16, -0.25, 0.07, -0.40, 1.19, -0.23, 0.09, -0.14, 0.17], "homo_ev": [-9.946, -9.946], "max_force_ev_per_a": 0.670, "orbital_gap_ev": [5.893, 3.853], "relative_energy_kj_mol": 155.5, "multiplicity": 2, "total_charge": 1, "energy_ha": -5700.8326}

***

{"formula": "C2H11N2O3", "method": "ωB97M-V with the def2-TZVPD basis set", "species": ["N", "C", "C", "N", "O", "H", "H", "H", "H", "H", "H", "H", "H", "H", "O", "H", "H", "O"], "positions_angstrom": [[-0.44, -0.92, -1.58], [-0.27, -0.60, -0.13], [0.84, -1.44, 0.42], [1.04, -1.48, 1.73], [1.46, -2.27, -0.27], [-1.22, -0.40, -2.01], [0.47, -0.76, -2.04], [-0.64, -1.92, -1.64], [-1.19, -0.80, 0.52], [-0.10, 0.48, 0.09], [0.67, -0.87, 2.43], [1.65, -2.19, 2.15], [-1.78, 2.24, -2.64], [-0.44, 3.04, -2.26], [-0.88, 2.16, -2.31], [-0.30, 2.42, 2.34], [0.93, 1.75, 2.90], [0.19, 1.58, 2.30]], "lowdin_charge": [0.21, -0.08, -0.54, 0.19, 0.05, 0.17, 0.18, 0.18, 0.18, 0.13, 0.10, 0.15, 0.04, 0.07, -0.07, 0.06, 0.06, -0.06], "homo_ev": -14.046, "max_force_ev_per_a": 3.266, "orbital_gap_ev": 10.750, "relative_energy_kj_mol": 74.4, "total_charge": 1, "energy_ha": -417.8126}

***

{"formula": "CH18NO6", "method": "ωB97M-V with the def2-TZVPD basis set", "species": ["C", "N", "H", "H", "H", "H", "H", "H", "H", "H", "O", "H", "H", "O", "H", "H", "O", "H", "H", "O", "H", "H", "O", "H", "H", "O"], "positions_angstrom": [[0.17, -1.75, -1.81], [-0.37, -1.41, -0.44], [0.40, -2.81, -1.78], [-0.57, -1.46, -2.54], [1.09, -1.19, -1.98], [0.23, -0.69, 0.00], [-0.33, -2.20, 0.15], [-1.24, -0.86, -0.47], [0.90, 0.25, 1.99], [1.23, 1.47, 1.16], [0.64, 0.72, 1.17], [-2.92, -2.72, 1.82], [-1.59, -3.48, 2.02], [-2.12, -3.03, 1.37], [-2.21, 0.14, -2.85], [-2.25, 1.04, -1.68], [-2.03, 0.14, -1.92], [0.99, 1.86, -2.55], [0.97, 2.20, -1.08], [1.14, 1.49, -1.68], [2.11, 3.95, -0.13], [0.87, 4.54, -0.73], [1.16, 3.76, -0.24], [0.66, -0.42, 4.20], [1.73, 0.52, 4.34], [1.36, -0.06, 3.66]], "lowdin_charge": [0.00, 0.13, 0.10, 0.07, 0.09, 0.10, 0.11, 0.12, 0.01, 0.04, -0.07, 0.05, 0.04, -0.04, 0.06, 0.07, -0.03, 0.05, -0.05, -0.06, 0.07, 0.07, -0.04, 0.06, 0.07, -0.03], "homo_ev": -13.992, "max_force_ev_per_a": 2.454, "orbital_gap_ev": 11.435, "relative_energy_kj_mol": 34.7, "total_charge": 1, "energy_ha": -554.8708}

***

{"formula": "C2H9NOS", "method": "ωB97M-V with the def2-TZVPD basis set", "species": ["N", "C", "O", "H", "H", "H", "H", "H", "C", "S", "H", "H", "H", "H"], "positions_angstrom": [[2.86, -2.74, 1.48], [4.10, -2.31, 0.81], [5.08, -3.30, 0.98], [2.36, -3.36, 0.86], [2.21, -1.95, 1.37], [3.96, -2.27, -0.27], [4.40, -1.34, 1.22], [4.73, -3.87, 1.68], [-4.88, 3.24, -1.80], [-5.06, 4.86, -0.96], [-5.34, 3.28, -2.78], [-3.85, 2.94, -1.66], [-5.37, 2.48, -1.21], [-5.20, 4.35, 0.27]], "lowdin_charge": [0.00, -0.36, -0.07, 0.07, 0.07, 0.11, 0.11, 0.08, -0.48, 0.60, 0.02, 0.02, 0.01, -0.17], "homo_ev": -9.097, "max_force_ev_per_a": 1.588, "orbital_gap_ev": 10.061, "relative_energy_kj_mol": 75.8, "energy_ha": -609.7404}

***

{"formula": "C4H12FO2S2", "method": "ωB97M-V with the def2-TZVPD basis set", "species": ["F", "C", "S", "O", "C", "H", "H", "H", "H", "H", "H", "C", "S", "O", "C", "H", "H", "H", "H", "H", "H"], "positions_angstrom": [[-1.35, 1.89, -0.26], [-0.77, 0.42, 1.57], [0.78, -0.30, 2.35], [0.92, -1.62, 1.52], [2.10, 0.91, 1.74], [-0.53, 0.66, 0.53], [-1.03, 1.34, 2.10], [-1.69, -0.16, 1.64], [3.08, 0.63, 2.11], [1.93, 1.96, 1.99], [2.16, 0.80, 0.66], [-1.27, 0.24, -2.45], [-1.28, -1.39, -1.61], [-0.99, -2.51, -2.60], [0.24, -1.24, -0.59], [-1.96, 0.31, -3.28], [-0.27, 0.62, -2.66], [-1.63, 0.92, -1.68], [0.07, -0.38, 0.05], [1.10, -1.05, -1.23], [0.39, -2.07, 0.09]], "lowdin_charge": [-0.63, -0.29, 0.89, -0.65, -0.23, -0.03, 0.05, 0.07, 0.03, 0.05, 0.04, -0.28, 0.83, -0.64, -0.31, 0.04, 0.05, -0.02, -0.05, 0.07, 0.02], "homo_ev": -4.550, "max_force_ev_per_a": 5.244, "orbital_gap_ev": 7.519, "relative_energy_kj_mol": 219.8, "total_charge": -1, "energy_ha": -1206.2126}

***

{"formula": "CH5N4P", "method": "ωB97M-V with the def2-TZVPD basis set", "species": ["C", "N", "N", "N", "N", "H", "H", "P", "H", "H", "H"], "positions_angstrom": [[1.20, 0.72, -0.19], [0.36, 0.56, -1.20], [-0.24, 1.75, -1.27], [0.19, 2.52, -0.29], [1.18, 1.90, 0.38], [1.95, 0.03, 0.01], [-0.13, 3.47, -0.29], [-0.97, -2.17, 0.79], [-1.26, -3.02, 1.89], [-0.27, -3.11, 0.08], [-2.01, -2.65, 0.07]], "lowdin_charge": [-0.30, 0.02, -0.01, -0.04, 0.07, 0.08, 0.14, 0.63, -0.17, -0.20, -0.22], "homo_ev": -10.070, "max_force_ev_per_a": 4.443, "orbital_gap_ev": 11.167, "relative_energy_kj_mol": 49.3, "energy_ha": -601.3877}

***

{"formula": "C23H20CaCl2N4O2", "method": "ωB97M-V with the def2-TZVPD basis set", "species": ["Ca", "Cl", "C", "C", "C", "N", "C", "O", "C", "C", "C", "C", "C", "N", "C", "C", "C", "Cl", "N", "C", "O", "C", "C", "C", "C", "C", "N", "H", "H", "H", "H", "H", "H", "H", "H", "H", "H", "C", "C", "C", "C", "C", "H", "H", "H", "H", "H", "H", "H", "H", "H", "H"], "positions_angstrom": [[0.42, 0.34, -0.46], [-5.50, 4.25, -1.35], [-3.81, 3.77, -1.40], [-3.43, 2.66, -0.67], [-2.09, 2.20, -0.66], [-1.61, 1.13, 0.03], [-2.37, 0.32, 0.86], [-3.60, 0.41, 1.00], [-1.61, -0.70, 1.60], [-2.24, -1.38, 2.64], [-1.53, -1.98, 3.67], [-0.15, -1.62, 3.76], [0.47, -1.03, 2.71], [-0.17, -0.94, 1.43], [-1.14, 2.96, -1.45], [-1.57, 4.07, -2.17], [-2.90, 4.48, -2.15], [-3.36, 5.88, -3.09], [0.19, 2.50, -1.43], [1.20, 3.19, -1.94], [1.25, 4.27, -2.56], [2.57, 2.53, -1.67], [3.71, 3.16, -2.20], [4.95, 2.61, -1.97], [5.05, 1.44, -1.22], [3.89, 0.89, -0.73], [2.68, 1.42, -0.94], [-4.15, 2.10, -0.09], [-3.33, -1.32, 2.67], [-2.04, -2.45, 4.50], [0.40, -1.74, 4.69], [1.48, -0.62, 2.79], [-0.85, 4.63, -2.75], [3.55, 4.06, -2.77], [5.84, 3.08, -2.38], [6.01, 0.98, -1.01], [3.91, -0.01, -0.12], [-1.52, -3.63, 0.08], [-0.03, -3.39, 0.36], [0.76, -4.01, -0.80], [0.35, -4.16, 1.64], [0.33, -1.90, 0.36], [-1.72, -4.70, -0.06], [-1.82, -3.09, -0.82], [-2.13, -3.26, 0.90], [0.58, -5.09, -0.87], [1.83, -3.84, -0.67], [0.47, -3.54, -1.75], [0.14, -5.23, 1.53], [-0.21, -3.78, 2.49], [1.42, -4.03, 1.85], [1.43, -1.86, 0.54]], "lowdin_charge": [1.36, 0.57, -0.70, -0.05, -0.23, -0.07, -0.48, -0.06, -0.22, -0.11, -0.18, -0.19, -0.17, -0.26, -0.21, -0.07, -0.71, 0.56, -0.02, -0.51, -0.04, -0.18, -0.02, -0.08, -0.09, -0.14, 0.02, 0.08, 0.10, 0.05, 0.07, 0.07, 0.08, 0.11, 0.10, 0.09, 0.11, -0.07, -0.64, -0.11, -0.08, -0.30, 0.07, 0.07, 0.06, 0.06, 0.06, 0.06, 0.06, 0.05, 0.07, 0.05], "homo_ev": 0.408, "max_force_ev_per_a": 0.349, "orbital_gap_ev": 3.776, "total_charge": -2, "energy_ha": -2856.0128}

***

{"formula": "C6H10O2S2", "method": "ωB97M-V with the def2-TZVPD basis set", "species": ["C", "C", "C", "C", "S", "C", "S", "C", "O", "O", "H", "H", "H", "H", "H", "H", "H", "H", "H", "H"], "positions_angstrom": [[-2.99, 0.21, 0.16], [-1.86, -0.75, 0.36], [-0.67, -0.11, -0.41], [0.65, -0.82, -0.23], [1.34, -1.22, 1.38], [2.02, -0.34, -0.01], [3.21, -1.24, -1.12], [2.28, 1.26, 0.08], [2.87, 1.98, -0.69], [1.71, 1.78, 1.13], [-3.88, 0.25, 0.74], [-3.30, 0.16, -0.95], [-2.65, 1.17, 0.16], [-1.74, -0.75, 1.37], [-1.95, -1.69, -0.09], [-0.82, -0.05, -1.43], [-0.53, 1.02, -0.06], [0.55, -1.81, -0.72], [3.95, -0.20, -1.53], [1.81, 1.16, 1.86]], "lowdin_charge": [-0.12, -0.23, -0.19, -0.60, 0.91, -0.90, 0.76, -0.54, 0.12, 0.10, 0.07, 0.12, 0.02, 0.08, 0.10, 0.09, 0.16, 0.11, -0.14, 0.08], "homo_ev": -9.214, "max_force_ev_per_a": 5.245, "orbital_gap_ev": 9.762, "relative_energy_kj_mol": 158.9, "energy_ha": -1181.4149}

***

{"formula": "C5H32N2O11", "method": "ωB97M-V with the def2-TZVPD basis set", "species": ["O", "C", "C", "C", "C", "C", "N", "N", "H", "H", "H", "H", "H", "H", "H", "H", "H", "H", "H", "H", "H", "H", "O", "H", "H", "O", "H", "H", "O", "H", "H", "O", "H", "H", "O", "H", "H", "O", "H", "H", "O", "H", "H", "O", "H", "H", "O", "H", "H", "O"], "positions_angstrom": [[1.11, -2.87, 2.98], [0.21, -2.69, 2.22], [0.13, -1.41, 1.30], [-1.18, -1.37, 0.47], [-1.26, 0.03, -0.19], [-1.55, -0.07, -1.51], [-1.05, 1.40, 0.33], [1.32, -1.37, 0.39], [-0.70, -3.26, 1.98], [0.22, -0.68, 2.12], [-1.19, -2.18, -0.28], [-2.11, -1.50, 1.06], [-1.62, -1.07, -1.91], [-1.52, 0.69, -2.24], [-1.57, 1.53, 1.24], [-1.39, 2.01, -0.47], [-0.10, 1.76, 0.51], [1.53, -0.29, 0.11], [1.12, -1.89, -0.54], [2.15, -1.71, 0.89], [1.76, 1.72, -0.35], [3.05, 0.87, 0.11], [2.11, 1.06, 0.28], [2.27, -4.19, 0.76], [2.00, -4.13, -0.69], [2.06, -3.54, 0.08], [-3.43, -3.60, 0.73], [-3.79, -2.12, 0.92], [-3.45, -2.75, 0.29], [3.24, -0.12, -3.95], [3.61, 0.86, -2.86], [2.93, 0.22, -3.13], [-2.23, 1.27, 3.57], [-2.96, 2.33, 2.72], [-2.54, 1.45, 2.70], [1.16, -2.62, -2.83], [-0.26, -2.85, -2.85], [0.44, -2.61, -2.20], [-2.63, 3.96, -1.00], [-2.67, 2.87, -2.23], [-2.16, 3.25, -1.52], [2.58, 3.92, -1.36], [1.23, 4.42, -1.00], [1.80, 3.66, -0.86], [0.52, 4.01, 1.99], [-0.80, 4.26, 2.84], [-0.40, 3.78, 2.15], [1.37, 0.96, -2.47], [0.79, 2.43, -2.36], [0.60, 1.50, -2.19]], "lowdin_charge": [0.35, 0.00, -0.16, -0.10, -0.21, 0.17, 0.22, 0.14, 0.20, 0.18, 0.12, 0.11, 0.09, 0.07, 0.11, 0.10, 0.12, 0.11, 0.14, 0.16, 0.02, 0.12, -0.01, 0.08, 0.10, -0.04, 0.07, 0.05, -0.03, 0.07, 0.07, -0.03, 0.06, 0.09, -0.02, 0.07, 0.11, -0.04, 0.13, 0.07, -0.05, 0.09, 0.08, -0.04, 0.05, 0.04, -0.03, 0.02, 0.05, -0.07], "homo_ev": [-19.587, -19.181], "max_force_ev_per_a": 2.754, "orbital_gap_ev": [8.618, 4.011], "relative_energy_kj_mol": 13.3, "multiplicity": 2, "total_charge": 3, "energy_ha": -1145.6951}

***

{"formula": "C4H7NO2", "method": "ωB97M-V with the def2-TZVPD basis set", "species": ["N", "C", "O", "C", "C", "C", "O", "H", "H", "H", "H", "H", "H", "H"], "positions_angstrom": [[1.57, 1.70, 1.29], [1.11, 0.74, 0.44], [1.70, -0.31, 0.26], [-0.20, 1.07, -0.31], [-0.65, -0.11, -1.09], [-1.02, -2.33, -0.56], [-1.19, -1.06, -0.35], [2.37, 1.46, 1.85], [1.00, 2.49, 1.55], [-0.01, 1.92, -0.98], [-0.96, 1.39, 0.41], [-0.05, -0.47, -1.92], [-0.23, -2.62, -1.23], [-1.71, -3.00, -0.07]], "lowdin_charge": [0.15, -0.53, 0.05, -0.10, -0.16, -0.02, -0.09, 0.11, 0.10, 0.12, 0.12, 0.12, 0.08, 0.07], "homo_ev": [-7.535, -7.259], "max_force_ev_per_a": 1.407, "orbital_gap_ev": [8.430, 8.041], "relative_energy_kj_mol": 362.3, "energy_ha": -361.7429}

***

{"formula": "C2H4INO2S", "method": "ωB97M-V with the def2-TZVPD basis set", "species": ["C", "C", "N", "O", "O", "S", "I", "H", "H", "H", "H"], "positions_angstrom": [[1.31, 1.40, -0.96], [0.12, 0.09, -0.79], [-1.17, 0.43, -0.64], [0.99, 1.61, -2.13], [2.00, 1.67, -0.03], [0.76, -0.57, 1.58], [0.70, -1.63, -1.94], [1.83, 0.10, 1.99], [-1.33, 1.34, -0.18], [-1.91, -0.09, -1.19], [1.60, -1.19, 0.70]], "lowdin_charge": [-0.72, -0.78, 0.03, 0.00, 0.04, 0.62, 0.88, -0.16, 0.14, 0.14, -0.18], "homo_ev": -8.912, "max_force_ev_per_a": 2.109, "orbital_gap_ev": 8.598, "relative_energy_kj_mol": 196.9, "energy_ha": -979.6491}

***

{"formula": "C3H11NO", "method": "ωB97M-V with the def2-TZVPD basis set", "species": ["C", "N", "C", "H", "H", "H", "H", "H", "H", "H", "C", "O", "H", "H", "H", "H"], "positions_angstrom": [[0.96, 1.83, -1.22], [0.86, 0.34, -1.09], [1.87, -0.04, -0.14], [0.03, 2.30, -1.43], [1.19, 2.29, -0.23], [1.77, 2.22, -1.89], [-0.13, 0.06, -0.91], [2.17, -1.08, -0.53], [1.65, -0.11, 0.95], [2.82, 0.66, -0.17], [-1.78, -0.54, 1.53], [-1.76, -1.70, 0.70], [-2.77, -0.21, 1.87], [-1.22, -1.00, 2.39], [-1.36, 0.29, 1.03], [-2.45, -1.71, -0.01]], "lowdin_charge": [-0.16, -0.18, -0.21, 0.05, 0.06, 0.08, 0.09, 0.09, 0.07, 0.11, -0.16, -0.16, 0.08, 0.10, 0.03, 0.10], "homo_ev": -8.662, "max_force_ev_per_a": 2.925, "orbital_gap_ev": 9.461, "relative_energy_kj_mol": 213.4, "energy_ha": -250.8154}